Below is C3H7N3O in the gas phase, with properties calculated with wB97M-V/def2-TZVPD.

Values from the calculation:
Energy above the lowest of the compared OMol25 structures with the same formula, charge and spin (kJ/mol): 37.5
SMILES string: [H]/N=C/NC(=O)NC
Highest occupied orbital energy (eV): -9.87
Molecular weight (g mol⁻¹): 101.11
E (eV): -9742.64445
Gap between HOMO and LUMO (eV): 10.57

Last column: Löwdin charge in e.
Geometry (Å):
H  1.43906  2.45311  -2.16092  0.0388
N  1.85412  1.57554  -1.85405  0.0829
C  0.95348  0.87596  -1.30209  -0.3101
N  1.19651  -0.39498  -0.80201  0.1007
C  0.30910  -1.03574  0.06016  -0.5620
O  0.15978  -2.24015  0.08998  0.0749
N  -0.37408  -0.13106  0.83404  -0.0129
C  -1.61529  -0.46012  1.48745  -0.0783
H  -0.08050  1.19383  -1.15329  0.1237
H  1.91559  -0.95998  -1.22970  0.1510
H  0.10027  0.71442  1.11016  0.1328
H  -2.25500  -0.99169  0.78159  0.0902
H  -2.10042  0.47999  1.75757  0.0837
H  -1.50262  -1.07914  2.38111  0.0844

Cartesian forces (eV/Å) of the 3 atoms listed first:
0.144 -0.072 -0.084
-0.213 -0.121 -0.033
0.192 0.161 0.082

***

Below is a 2-piece molecular cluster, C4H12 overall, with properties calculated with wB97M-V/def2-TZVPD.

Values from the calculation:
Energy above the lowest of the compared OMol25 structures with the same formula, charge and spin (kJ/mol): 86.6
Spin multiplicity: 2
Highest occupied orbital energy (alpha / beta) (eV): -15.32 / -14.81
Molecular weight (g mol⁻¹): 60.14
E (eV): -4330.33420
Gap between HOMO and LUMO (alpha / beta) (eV): 11.95 / 3.27
Net charge: +1
<S²>: 0.753

Last column: Löwdin charge in e.
Geometry (Å):
C  -1.90113  -1.65030  1.48129  -0.0013
C  -1.49760  -1.03713  0.19808  -0.0275
H  -1.38968  -2.55324  1.80688  0.1120
H  -1.90096  -0.86917  2.34986  0.2203
H  -2.98951  -1.81037  1.70829  0.1751
H  -0.58798  -0.42134  0.23450  0.1111
H  -2.31878  -0.39414  -0.12883  0.1198
H  -1.43048  -1.92565  -0.47416  0.1499
C  2.12094  1.03707  -0.29607  -0.1428
C  1.29237  1.65152  -1.44693  -0.1264
H  1.58479  0.32228  0.33625  0.0490
H  2.88954  0.34347  -0.67378  0.0840
H  2.68114  1.76445  0.28667  0.0732
H  1.67496  2.67052  -1.39439  0.0762
H  1.41456  1.09236  -2.36677  0.0735
H  0.23481  1.62569  -1.18067  0.0539

Cartesian forces (eV/Å) of the 3 atoms listed first:
0.649 -0.162 0.176
-1.791 -1.021 0.875
0.072 -0.048 -0.322